{"formula": "C8H16O16S4", "method": "wB97M-V/def2-TZVPD", "fmax_ha_per_bohr": 0.0960, "de_lowest_ev": 2.498, "homo_lumo_gap_ev": 11.0, "smiles": "O=S1(=O)OCCO1.O=S1(=O)OCCO1.O=S1(=O)OCCO1.O=S1(=O)OCCO1", "elements": ["C", "C", "O", "S", "O", "O", "O", "H", "H", "H", "H", "C", "C", "O", "S", "O", "O", "O", "H", "H", "H", "H", "C", "C", "O", "S", "O", "O", "O", "H", "H", "H", "H", "C", "C", "O", "S", "O", "O", "O", "H", "H", "H", "H"], "coordinates": [[-1.86, 3.87, 0.56], [-1.13, 3.29, -0.64], [0.24, 3.66, -0.33], [0.44, 5.04, 0.54], [0.33, 6.17, -0.37], [1.58, 5.03, 1.46], [-0.97, 4.63, 1.31], [-2.41, 3.28, 1.29], [-2.66, 4.54, 0.25], [-1.42, 3.84, -1.53], [-1.30, 2.21, -0.73], [2.16, -4.84, 2.51], [1.45, -5.95, 1.67], [1.13, -5.28, 0.46], [0.60, -3.72, 0.73], [-0.84, -3.72, 0.92], [1.29, -2.85, -0.17], [1.34, -3.72, 2.21], [3.22, -4.71, 2.29], [2.17, -5.14, 3.55], [0.55, -6.34, 2.14], [2.14, -6.76, 1.43], [-1.74, -0.47, 0.50], [-2.31, -0.61, -0.97], [-3.41, 0.19, -1.13], [-3.96, 0.74, 0.34], [-4.77, -0.27, 1.01], [-4.44, 2.16, 0.20], [-2.40, 0.61, 0.96], [-0.66, -0.35, 0.61], [-2.01, -1.35, 1.09], [-2.59, -1.66, -1.10], [-1.63, -0.38, -1.79], [2.01, 0.20, -0.81], [2.95, 1.36, -1.04], [2.56, 1.84, -2.26], [1.58, 0.90, -3.22], [2.47, 0.03, -4.00], [0.49, 1.64, -3.88], [0.99, 0.20, -1.85], [1.39, 0.16, 0.08], [2.63, -0.69, -0.90], [3.99, 1.02, -1.04], [2.83, 2.17, -0.33]], "lowdin_charge": [-0.22, -0.10, -0.24, 0.74, -0.24, -0.24, -0.20, 0.11, 0.13, 0.14, 0.11, -0.16, -0.17, -0.21, 0.72, -0.23, -0.22, -0.21, 0.13, 0.13, 0.13, 0.13, -0.20, -0.19, -0.18, 0.80, -0.23, -0.25, -0.22, 0.12, 0.11, 0.13, 0.12, -0.15, -0.21, -0.20, 0.76, -0.24, -0.24, -0.23, 0.12, 0.12, 0.13, 0.13]}